Record 1
{
  "formula": "C11H20CaClFMgNO15PS",
  "method": "the ωB97M-V functional and the def2-TZVPD basis",
  "gap_ev": 1.864,
  "spin_multiplicity": 1,
  "e_lumo_ev": -5.2,
  "homo_energy_ev": -7.0218,
  "symbols": ["C", "C", "C", "N", "P", "C", "C", "C", "O", "O", "H", "H", "H", "H", "H", "H", "H", "H", "H", "H", "H", "H", "H", "H", "O", "S", "O", "O", "O", "Mg", "Ca", "O", "Cl", "O", "O", "O", "C", "C", "O", "C", "O", "O", "F", "H", "H", "H", "C", "C", "O", "O", "H", "H", "H"],
  "positions_angstrom": [[2.040279, 1.500355, 0.889439], [1.073802, 2.676788, 0.730093], [1.449248, 3.772201, -0.269980], [2.564550, 3.397613, -1.105296], [1.978857, 2.495823, -2.525416], [3.261367, 1.230738, -2.762060], [2.676678, -0.055180, -3.372395], [2.013156, -0.948812, -2.348581], [2.464574, -1.097147, -1.226130], [0.930043, -1.565219, -2.811146], [1.498420, 0.635599, 1.272117], [2.781622, 1.722040, 1.645112], [2.504958, 1.196384, -0.036636], [0.134214, 2.332126, 0.433334], [0.963906, 3.100376, 1.735461], [1.575157, 4.750869, 0.201356], [0.555484, 3.881475, -0.947794], [2.986381, 4.240318, -1.474344], [0.910977, 1.739093, -1.971166], [3.702588, 0.985087, -1.800577], [4.001790, 1.589278, -3.467144], [3.448714, -0.574096, -3.929295], [1.913316, 0.210458, -4.103123], [0.260213, -1.713329, -2.117963], [-1.483350, 3.602227, 2.633294], [-2.056709, 2.261255, 2.235246], [-0.935368, 1.240435, 2.324923], [-2.345708, 2.409963, 0.749663], [-3.203029, 1.838827, 2.950549], [-0.893603, 4.331756, 1.037889], [-1.120272, 0.772718, 0.237355], [-2.848529, -1.415847, -4.652568], [-3.325330, -0.179505, -4.120957], [-2.521182, 0.180240, -2.945805], [-4.698265, -0.276299, -3.723190], [-3.156977, 0.882987, -5.083530], [-0.810787, -1.643723, 4.780448], [-0.957517, -2.995857, 4.114893], [0.346156, -3.211405, 3.599024], [1.224842, -2.542519, 4.395614], [2.395496, -2.705453, 4.401240], [0.564794, -1.656434, 5.182292], [-1.845455, -2.966483, 3.097920], [-0.972872, -0.835936, 4.069248], [-1.463188, -1.508378, 5.637665], [-1.217247, -3.812215, 4.790338], [-2.527337, -4.522748, -0.800341], [-2.079010, -3.064452, -1.046821], [-1.044549, -2.668424, -0.449944], [-2.801021, -2.417873, -1.815861], [-1.839673, -5.011761, -0.112698], [-3.530459, -4.526082, -0.378503], [-2.544143, -5.061853, -1.745246]],
  "forces_ev_per_angstrom": [[-0.4091, -0.2514, 0.2283], [1.8257, 0.7042, 0.7750], [-0.3312, -0.1249, -0.6501], [-0.4218, 0.0706, 0.0510], [0.1044, 0.7599, -1.2211], [-0.2354, -1.0166, 0.3320], [-0.6216, 0.5451, -0.3820], [0.3186, -0.7619, 0.6926], [-0.5296, 0.6426, -0.3307], [0.1215, 1.0103, -0.2781], [-0.0281, -0.1302, 0.1279], [0.2865, 0.0910, -0.0664], [0.1213, 0.0427, -0.0987], [-1.1329, -0.0805, -0.3690], [-0.2010, -0.0293, 0.1852], [0.5636, 0.0591, 0.1351], [-0.2960, 0.4104, 0.1240], [0.1925, 0.0401, -0.0260], [0.2632, -0.1780, 0.5778], [0.3935, 0.0192, 0.0129], [0.1870, 0.4177, 0.1491], [0.1282, -0.3111, 0.1222], [-0.0485, -0.1173, -0.2203], [-0.1299, -0.9459, 0.4277], [-0.0278, 0.2898, 0.2910], [-0.4119, -1.7383, 2.5176], [-0.8700, 1.2472, -0.0522], [0.4659, 1.9722, -0.4023], [0.1028, 0.6643, 0.0908], [-0.2821, -0.4906, -0.7231], [-0.1553, -4.7958, -3.0325], [0.0307, -0.0162, -0.1401], [0.2282, 0.1856, 0.2522], [0.4877, 0.4533, 0.6202], [-0.1288, 0.0093, 0.0059], [-0.0393, 0.1305, -0.2118], [-0.0245, 0.0044, 0.2251], [0.0674, 0.1571, -0.3057], [-0.0111, -0.1290, 0.3328], [-0.0569, -0.0260, -0.1961], [0.1403, 0.0516, -0.0264], [-0.2046, 0.0406, 0.0152], [0.0706, 0.0308, 0.0103], [-0.0693, -0.0123, -0.1512], [0.1409, -0.0209, 0.1318], [-0.0746, -0.0358, -0.0461], [0.5130, 0.1602, 0.2173], [-1.5485, -0.5095, -0.8393], [1.3484, 1.4049, 0.6621], [0.3089, 0.1113, 0.5369], [-0.0073, -0.0884, 0.0272], [-0.0508, 0.0400, -0.0621], [-0.0627, 0.0437, -0.0458]],
  "nbo_charge": [-0.60, -0.46, -0.28, -0.87, 0.78, -0.73, -0.52, 0.79, -0.62, -0.67, 0.22, 0.25, 0.26, 0.08, 0.23, 0.20, 0.14, 0.40, -0.11, 0.25, 0.25, 0.26, 0.24, 0.54, -1.18, 2.51, -1.11, -1.18, -0.87, 1.76, 1.82, -0.83, 2.56, -0.96, -0.85, -0.88, -0.13, 0.45, -0.48, 0.96, -0.55, -0.49, -0.31, 0.20, 0.21, 0.16, -0.72, 0.76, -0.86, -0.64, 0.20, 0.22, 0.22]
}

=====

Record 2
{
  "formula": "C2H2N3O2",
  "method": "the ωB97M-V functional and the def2-TZVPD basis",
  "gap_ev": [8.106, 8.106],
  "relative_energy_ev": 5.731,
  "spin_multiplicity": 1,
  "e_lumo_ev": [4.4, 4.4],
  "charge": -1,
  "homo_energy_ev": [-3.7493, -3.7488],
  "symbols": ["C", "C", "N", "N", "N", "O", "O", "H", "H"],
  "positions_angstrom": [[0.990255, 0.939026, -0.384705], [0.180240, -0.151062, -0.089116], [2.270599, 0.583592, -0.142467], [2.332016, -0.602536, 0.267673], [-2.437224, -0.215760, -0.046923], [-2.850048, -1.390708, -0.137808], [0.987495, -1.102724, 0.317757], [0.727028, 1.920426, -0.736461], [-2.200359, 0.019742, 0.952046]],
  "forces_ev_per_angstrom": [[-0.7198, -0.6054, 0.1418], [-1.7701, 0.9851, -0.1601], [0.8129, -0.3370, 0.1633], [0.9309, -0.0257, 0.0941], [-0.6366, -1.9171, -0.4653], [0.7050, 2.2586, 0.5102], [0.5196, 0.0786, -0.0248], [-0.0077, 0.0172, -0.0337], [0.1658, -0.4542, -0.2254]],
  "nbo_charge": [-0.34, 0.02, -0.26, -0.05, -0.05, -0.40, -0.37, 0.19, 0.26]
}

=====

Record 3
{
  "formula": "C26H14Cl2MoN5O4S3",
  "method": "the ωB97M-V functional and the def2-TZVPD basis",
  "gap_ev": [5.769, 5.407],
  "relative_energy_ev": 1.381,
  "spin_multiplicity": 2,
  "e_lumo_ev": [-2.1, -2.1],
  "homo_energy_ev": [-7.8719, -7.5457],
  "symbols": ["Mo", "Cl", "C", "C", "C", "N", "C", "O", "C", "C", "C", "C", "C", "N", "C", "C", "C", "Cl", "N", "C", "O", "C", "C", "C", "C", "C", "N", "H", "H", "H", "H", "H", "H", "H", "H", "H", "H", "O", "S", "O", "N", "C", "S", "C", "C", "C", "C", "C", "C", "H", "H", "H", "H", "S", "C"],
  "positions_angstrom": [[0.770049, -0.157848, -1.262486], [6.768644, -0.574958, 1.954320], [5.236982, -0.979751, 1.289145], [4.627300, -0.087577, 0.422454], [3.373270, -0.374840, -0.106148], [2.616687, 0.492010, -0.871271], [2.980845, 1.779259, -1.120112], [4.044042, 2.329399, -0.888638], [1.856302, 2.503608, -1.802340], [2.060317, 3.754126, -2.363869], [1.034475, 4.342492, -3.087656], [-0.163397, 3.649317, -3.205092], [-0.307121, 2.426682, -2.570891], [0.686155, 1.844491, -1.894558], [2.737242, -1.605378, 0.227168], [3.367019, -2.484443, 1.101737], [4.607838, -2.174277, 1.635042], [5.347108, -3.271572, 2.732569], [1.466354, -1.768638, -0.299395], [0.608415, -2.741856, 0.118042], [0.821139, -3.655581, 0.898317], [-0.723539, -2.567178, -0.550683], [-1.675114, -3.575624, -0.532658], [-2.868141, -3.394337, -1.217785], [-3.052888, -2.202033, -1.903869], [-2.061160, -1.240271, -1.864853], [-0.909753, -1.401670, -1.204639], [5.106357, 0.846236, 0.175053], [3.027215, 4.218034, -2.246202], [1.171775, 5.305752, -3.552703], [-0.980890, 4.050725, -3.780191], [-1.248121, 1.888945, -2.589408], [2.869018, -3.394985, 1.391912], [-1.465324, -4.476849, 0.021765], [-3.635336, -4.153176, -1.208510], [-3.965213, -2.008385, -2.441223], [-2.200402, -0.288629, -2.358919], [-3.944598, 2.315016, 0.049194], [-3.446791, 1.011594, 0.372747], [-4.091781, -0.105965, -0.261556], [-1.803362, 0.941494, 0.058248], [-1.159684, 0.740638, 1.164294], [0.519411, 0.621844, 1.192915], [-1.944334, 0.621983, 2.395554], [-1.480641, 0.387852, 3.681602], [-2.410146, 0.316817, 4.706860], [-3.767129, 0.454254, 4.447643], [-4.231465, 0.673609, 3.153030], [-3.301371, 0.753074, 2.145745], [-0.421837, 0.272305, 3.859740], [-2.072641, 0.154555, 5.720196], [-4.472787, 0.380585, 5.261035], [-5.282490, 0.774276, 2.939037], [0.624154, -0.668904, -4.736425], [0.759340, -0.496250, -3.193285]],
  "forces_ev_per_angstrom": [[-0.5116, 0.2902, 0.0926], [0.2651, 0.1123, 0.0576], [-0.2569, -0.1554, -0.0912], [0.0827, -0.0229, 0.0407], [0.4085, -0.7862, 0.8572], [0.8134, -0.0521, -0.2347], [0.3119, 0.3926, -0.4320], [-0.3753, -0.0300, -0.0273], [0.1862, 0.2508, -0.0983], [-0.1572, -0.0539, 0.0096], [0.0454, -0.4164, 0.1933], [0.0669, -0.0207, 0.1568], [-0.3423, 0.1694, -0.1277], [0.2702, 1.3673, -0.4252], [0.9073, 0.4507, 0.4355], [0.0428, -0.0944, 0.0576], [-0.0941, 0.3081, -0.3034], [0.0404, -0.1883, 0.1236], [0.5057, -0.4601, -0.1999], [-0.2211, -0.6485, 0.0891], [-0.2175, 0.3596, -0.3547], [-0.2661, -0.2571, 0.0228], [-0.0251, 0.1833, 0.0691], [0.3133, 0.3519, -0.0227], [0.1738, -0.2331, 0.1435], [-0.1446, -0.0383, -0.1860], [-1.1592, -1.5249, -0.1100], [0.0344, -0.1009, 0.0789], [0.0628, -0.0055, 0.0652], [-0.0128, 0.0788, -0.0724], [-0.1618, 0.0326, 0.0227], [0.0769, 0.0511, -0.0486], [0.0953, 0.0169, -0.0153], [0.0991, -0.0276, 0.0568], [-0.0268, -0.0755, -0.0323], [-0.0819, 0.1173, -0.0469], [0.0291, -0.0632, -0.0328], [0.0535, 0.1364, 0.2012], [0.0153, 0.0455, -0.0660], [-0.1073, -0.0892, 0.2295], [-1.0011, 0.2135, 0.0606], [0.5542, 0.2066, -0.1273], [0.2161, 0.0658, -0.0021], [-0.5318, -0.0592, 0.5702], [-0.0557, 0.1154, -0.2509], [0.0395, -0.0051, 0.0413], [-0.0653, 0.0086, -0.1523], [-0.2050, -0.0160, -0.0050], [0.5484, 0.0842, -0.4365], [0.0640, -0.0106, 0.0395], [-0.0078, -0.0424, 0.0538], [-0.0792, 0.0247, 0.0517], [-0.1793, 0.0134, 0.0453], [0.1009, 0.0539, 0.7790], [-0.1362, -0.0233, -0.7436]],
  "mulliken_spin": [1.14, 0.00, 0.01, -0.01, 0.00, -0.01, 0.00, -0.05, 0.04, -0.01, 0.02, -0.01, 0.02, -0.04, 0.01, 0.00, -0.01, 0.00, -0.01, 0.02, 0.05, -0.01, 0.00, 0.00, 0.00, 0.00, -0.01, 0.00, 0.00, 0.00, 0.00, -0.02, 0.00, 0.00, 0.00, 0.00, 0.00, 0.00, 0.00, 0.00, 0.01, -0.01, 0.01, 0.00, 0.00, 0.00, 0.00, 0.00, 0.00, 0.00, 0.00, 0.00, 0.00, 0.08, -0.20]
}